(1)
Here is 10 unconnected molecules or ions with the total composition C24H68O16 from the OMol25 dataset. Energies are from ωB97M-V with the def2-TZVPD basis set.

Highest occupied orbital energy: -0.33336 Ha
Frontier orbital gap: 0.33328 hartree
E: -58735.4801 eV

```
108
Properties=species:S:1:pos:R:3:forces:R:3:lowdin_charge:R:1
C -8.78243 -28.54841 -0.05018 5.357 0.428 -0.483 -0.013
C -7.89293 -29.77420 0.49846 3.201 5.249 -2.498 -0.466
C -6.32793 -29.81984 0.00550 -2.498 1.617 -1.635 -0.020
O -7.88069 -29.85021 1.83367 -1.100 -1.056 2.540 -0.003
H -9.73158 -28.71351 0.19470 -3.908 -0.014 2.489 0.012
H -8.98442 -28.53354 -1.09317 0.895 -0.477 -1.579 0.032
H -8.29050 -27.53817 0.11966 -1.008 -1.140 0.473 0.103
H -8.35830 -30.57799 0.19282 -2.232 -4.395 -1.910 0.064
H -6.02803 -30.82118 0.23250 0.634 -0.451 0.250 0.046
H -5.76823 -29.03009 0.62098 -0.518 -1.118 -1.295 0.092
H -6.29858 -29.69121 -1.18849 0.258 0.072 2.806 0.091
H -7.35072 -29.16018 2.16764 0.881 1.264 0.846 0.070
C -9.59527 -33.11308 -4.71437 0.196 1.378 0.603 -0.031
C -9.20985 -33.31359 -3.23401 2.463 -1.382 0.818 -0.373
C -8.09627 -32.38133 -2.71538 -2.790 -5.081 0.233 -0.015
O -10.35689 -33.15991 -2.34640 3.883 5.691 -1.320 -0.016
H -10.25914 -32.21751 -4.68610 0.209 -0.506 -0.255 0.054
H -10.18426 -33.95906 -5.16454 0.963 0.858 0.429 0.077
H -8.65483 -32.73888 -5.25133 -1.272 -1.099 0.192 0.105
H -8.53908 -34.29932 -3.12127 -2.608 1.016 -0.114 0.166
H -7.90093 -32.55652 -1.71994 0.735 -0.903 2.119 0.077
H -8.47378 -31.51966 -2.76035 -2.542 7.561 -0.516 0.007
H -7.35285 -32.50680 -3.34478 4.121 -0.342 -2.584 0.015
H -10.61737 -33.98428 -2.33602 -3.074 -6.896 0.524 -0.058
C -11.86521 -35.19892 -0.33572 -9.842 -4.726 0.238 0.005
C -12.38072 -35.56381 -1.77099 -1.577 3.399 3.052 -0.503
C -13.34780 -34.53369 -2.42239 -3.441 -5.430 -1.130 -0.006
O -11.31780 -35.68272 -2.53575 3.285 0.172 -4.061 -0.015
H -11.10256 -34.69124 -0.30186 7.285 6.702 0.104 -0.033
H -11.46336 -36.08847 0.04655 0.235 -1.969 0.633 0.062
H -12.73445 -34.95663 0.38999 1.613 0.150 -1.166 0.131
H -12.88661 -36.41914 -1.57600 -1.751 -3.072 -0.119 0.094
H -12.90721 -33.66151 -2.49438 1.871 4.805 0.256 -0.016
H -14.36188 -34.56126 -1.86806 1.752 0.451 -0.818 0.112
H -13.58341 -34.77454 -3.57275 0.519 -0.089 2.488 0.122
H -10.69146 -36.39285 -2.44339 -0.088 -0.599 0.547 0.127
C -3.38392 -34.15715 -5.77661 -1.184 -2.117 -0.981 -0.049
C -4.52728 -33.10444 -6.05509 1.120 -1.727 -2.125 -0.473
C -5.58614 -33.68811 -7.10717 3.101 1.168 0.271 -0.011
O -5.17059 -32.84917 -4.86400 -2.896 2.684 0.452 -0.149
H -3.81245 -35.18849 -5.49448 -0.214 1.576 -0.030 0.080
H -2.75494 -33.93324 -4.92030 0.424 0.464 -0.345 0.064
H -2.86443 -34.56254 -6.70865 -0.132 1.474 1.066 0.095
H -4.14992 -32.14055 -6.43173 0.409 -0.375 -0.220 0.128
H -5.40653 -33.75272 -8.18557 1.122 -1.069 0.330 0.091
H -6.20029 -32.89205 -7.20776 -2.902 2.558 0.381 0.017
H -6.04705 -34.47377 -6.61491 -1.031 -1.837 0.365 0.038
H -5.85156 -31.97645 -5.01708 2.410 -2.745 0.738 0.146
O -11.34420 -29.13873 -6.26769 -0.163 0.071 -0.550 -0.075
C -10.00856 -29.55960 -6.17517 0.223 -2.136 1.329 -0.294
C -9.05739 -28.58877 -6.77380 -3.422 3.982 -1.142 -0.276
O -7.75302 -29.04133 -6.90270 0.425 0.544 -1.248 -0.063
H -11.74326 -29.54104 -7.06617 -0.109 0.228 0.501 0.078
H -9.77891 -29.83024 -5.13149 -0.095 0.617 0.068 0.117
H -9.89566 -30.55210 -6.63982 0.134 0.269 -0.409 0.129
H -9.17680 -27.48643 -6.26910 0.629 -2.634 -0.694 0.175
H -9.64296 -28.38168 -7.78050 1.789 -0.341 1.202 0.154
H -7.44955 -28.59748 -7.72356 0.357 -0.660 0.888 0.135
O -13.29586 -30.42872 -8.18739 -1.048 -0.297 -2.416 -0.156
C -13.77596 -31.83906 -8.05209 -1.003 0.123 -3.448 -0.237
C -13.25039 -32.50975 -6.82530 1.095 3.288 4.147 -0.339
O -13.93935 -33.68488 -6.69304 0.098 -1.709 0.107 -0.063
H -13.60646 -29.96619 -9.08724 0.859 -2.042 3.020 0.158
H -14.98509 -31.86389 -8.10383 2.816 0.145 0.561 0.159
H -13.46234 -32.57038 -8.94090 -0.466 1.954 1.352 0.149
H -13.48598 -31.72455 -5.89024 0.465 -1.872 -2.048 0.167
H -12.10798 -32.70803 -6.61175 -2.070 0.422 -1.399 0.146
H -14.77814 -33.52972 -6.27531 -0.509 0.096 0.240 0.088
O -11.76236 -31.04735 -1.28978 -0.915 0.564 1.677 -0.079
C -11.81722 -29.77648 -1.93313 2.094 -2.413 -1.366 -0.220
C -12.44836 -30.09153 -3.26297 3.870 4.158 -2.863 -0.191
O -12.88564 -28.78715 -3.84698 0.448 -1.545 0.762 -0.081
H -11.09963 -31.70475 -1.42421 1.191 -0.259 -1.060 0.027
H -12.41510 -29.27059 -1.21409 -0.552 1.337 -0.247 0.120
H -10.85549 -29.29489 -2.21401 -0.192 -0.079 1.072 0.112
H -13.27173 -30.51679 -3.02249 -5.531 -3.488 1.043 0.040
H -11.84041 -30.74367 -4.04872 -0.954 1.455 1.940 0.144
H -12.40116 -28.73746 -4.65996 0.326 0.349 -0.961 0.008
O -8.54104 -36.23858 -5.00588 -1.746 -2.485 1.570 -0.094
C -9.18720 -36.19894 -6.25668 -0.351 2.684 0.779 -0.230
C -8.33768 -36.96473 -7.20200 0.149 -1.547 0.707 -0.307
O -8.78733 -36.88555 -8.48034 3.836 4.822 -1.239 0.032
H -7.85980 -35.60624 -5.07152 1.627 0.966 0.519 0.014
H -10.33400 -36.52021 -6.26439 2.543 0.495 0.241 0.173
H -9.08788 -35.06373 -6.33053 -1.101 -1.365 -1.837 0.109
H -8.12267 -37.96637 -6.79544 -1.443 -0.678 -0.066 0.136
H -7.31566 -36.84980 -7.35786 2.206 2.352 0.847 0.103
H -9.36822 -37.50180 -8.59344 -5.685 -5.598 -1.561 -0.005
O -6.40253 -30.42194 -4.91716 -2.506 1.556 -1.637 -0.143
C -5.70837 -29.29318 -4.42154 1.021 -0.395 2.169 -0.213
C -4.49289 -29.91659 -3.66302 0.956 1.479 2.969 -0.162
O -3.45913 -28.91283 -3.30854 -4.502 0.079 1.834 -0.068
H -6.99338 -29.91928 -5.59882 0.891 -1.993 1.049 0.097
H -5.43102 -28.73882 -5.29321 0.877 0.708 -0.289 0.105
H -6.32447 -28.59644 -3.76905 0.491 -1.049 -0.532 0.141
H -4.04321 -30.66305 -4.28128 0.099 -0.641 -0.330 0.085
H -4.69329 -30.36774 -2.55837 -0.309 0.767 -2.996 0.154
H -2.69852 -28.97830 -3.78381 3.051 -0.631 -2.364 0.012
O -5.73337 -38.24720 -1.89630 -2.206 -0.641 1.185 -0.026
C -6.06112 -37.58347 -3.03935 -0.820 2.872 -1.455 -0.257
C -5.49180 -36.06816 -2.97858 -0.616 -0.187 -0.506 -0.182
O -6.10364 -35.31039 -4.01212 -0.138 -0.341 -1.098 -0.142
H -4.83157 -38.39952 -1.90207 2.801 -0.588 0.192 0.052
H -5.75945 -38.06149 -3.97338 0.624 -0.108 -0.020 0.112
H -7.17182 -37.58071 -3.16768 0.773 0.455 0.490 0.118
H -4.35343 -35.98854 -3.09228 -1.421 -0.442 0.497 0.132
H -5.88603 -35.53435 -2.09419 0.845 -0.941 0.458 0.117
H -5.58685 -34.52784 -4.26528 -0.065 0.145 0.310 0.031
```
Forces are in eV/Å.

***

(2)
Here is 8 unconnected molecules or ions with the total composition C24H68O28P4S4 from the OMol25 dataset. Energies are from ωB97M-V with the def2-TZVPD basis set.

Highest occupied orbital energy: -0.38186 Ha
Frontier orbital gap: 0.39220 hartree
E: -163816.7477 eV

```
128
Properties=species:S:1:pos:R:3:forces:R:3:lowdin_charge:R:1
C 1.26968 -13.32009 1.14271 -0.607 -0.294 0.288 -0.072
C 0.51609 -12.20762 0.36415 0.342 -2.117 1.793 -0.273
O 1.09381 -10.97212 0.79345 -0.312 1.811 -1.229 -0.276
S 1.06803 -9.71268 -0.26352 4.040 1.361 -1.240 0.676
C 2.52946 -10.23760 -1.36943 -2.139 0.168 0.574 -0.070
O -0.12233 -9.66600 -1.07552 0.285 -0.315 1.229 -0.291
O 1.64857 -8.52636 0.38225 -2.115 -1.959 -0.013 -0.320
H 0.70000 -14.24606 1.06424 -0.132 -0.091 -0.415 0.074
H 1.18801 -13.12150 2.21135 0.295 0.362 0.018 0.076
H 2.29996 -13.59099 0.91200 0.009 0.577 -0.328 0.075
H 0.48247 -12.46331 -0.69491 0.160 0.821 -0.133 0.122
H -0.47290 -12.29311 0.81435 -0.304 0.457 -0.588 0.119
H 3.43127 -9.65555 -1.17953 -0.236 -0.352 0.662 0.063
H 2.22815 -10.00662 -2.39117 -0.163 -0.429 0.040 0.057
H 2.51709 -11.29657 -1.11149 0.873 0.021 -0.655 0.039
C 6.26181 -3.54893 0.70626 1.423 -0.289 0.631 -0.071
C 6.21667 -3.00448 -0.71406 -0.476 0.911 1.374 -0.292
O 6.13121 -4.11870 -1.61350 0.113 0.614 -1.701 -0.251
S 6.29263 -3.71901 -3.20376 -0.397 1.407 -0.312 0.656
C 4.55629 -2.99433 -3.53276 1.042 -0.218 0.048 -0.084
O 7.26801 -2.64756 -3.35864 -1.428 -0.901 0.638 -0.304
O 6.54676 -4.90858 -3.95596 -0.707 -0.014 0.708 -0.283
H 6.40525 -2.78747 1.47288 -0.014 0.566 -0.403 0.077
H 7.18642 -4.12297 0.76683 0.031 -0.286 0.108 0.077
H 5.49317 -4.17796 1.15528 -0.499 -0.031 -0.976 0.077
H 5.42271 -2.26037 -0.77758 -0.834 -0.526 -0.551 0.109
H 7.06506 -2.35379 -0.92603 0.548 -0.659 0.025 0.115
H 3.71977 -3.63837 -3.26156 0.502 -0.288 0.408 0.063
H 4.40674 -2.76318 -4.58742 0.657 -0.099 -0.066 0.061
H 4.52679 -2.05399 -2.98230 0.029 -0.162 0.077 0.051
C -9.08864 -2.96381 6.82284 0.457 -1.707 -1.074 -0.071
C -8.28671 -1.70843 6.86425 0.497 0.207 0.980 -0.313
O -8.53576 -0.92892 5.70906 -0.421 2.624 -0.662 -0.273
S -7.66235 0.48624 5.63012 1.612 1.572 -0.500 0.707
C -6.21978 -0.19459 4.67202 -0.698 0.422 0.880 -0.097
O -8.35698 1.53415 4.85815 0.739 -2.790 1.439 -0.305
O -7.07525 0.87634 6.92656 -1.692 -1.105 -1.788 -0.319
H -8.62277 -3.66235 6.12779 0.085 0.012 -0.398 0.075
H -10.10803 -2.88698 6.44464 -0.052 0.482 0.476 0.088
H -9.02853 -3.54994 7.73987 -0.295 0.542 0.350 0.085
H -8.53911 -1.17363 7.77988 0.174 0.382 -0.151 0.120
H -7.20813 -1.85558 6.80842 0.044 -0.643 0.764 0.115
H -6.55167 -1.06490 4.10588 0.102 0.304 -0.109 0.064
H -5.51153 -0.45982 5.45697 -0.110 -0.247 -0.059 0.057
H -5.74121 0.59269 4.08956 -0.440 -0.035 -0.141 0.068
C 2.53787 -0.31806 3.89185 -1.572 0.259 0.043 -0.039
C 1.43509 -1.07705 3.12034 1.026 -2.532 0.381 -0.346
O 0.62913 -0.26553 2.34795 -2.172 1.647 -3.124 -0.269
S -0.08790 -0.86549 0.91076 -0.018 0.381 -0.190 0.752
C -0.72144 -2.50305 1.56852 0.570 0.297 -0.449 -0.106
O -1.28891 -0.04572 0.59794 3.194 -1.770 1.120 -0.314
O 0.96937 -1.02810 -0.11624 -2.245 0.132 2.441 -0.318
H 2.88487 -0.82674 4.79125 0.048 -0.528 -0.364 0.076
H 1.95810 0.50447 4.31067 0.421 0.583 -0.068 0.076
H 3.38103 0.04159 3.30208 -0.273 -0.090 -0.103 0.080
H 1.79250 -1.88990 2.48818 0.840 0.077 -0.141 0.101
H 0.74085 -1.63041 3.75274 0.251 0.208 0.940 0.110
H 0.01861 -3.14699 2.04366 0.454 0.599 0.030 0.056
H -1.04778 -3.12318 0.73363 -0.419 0.552 -0.170 0.069
H -1.49713 -2.28649 2.30304 -0.079 0.170 -0.371 0.072
C -2.41737 4.94975 10.65171 0.979 -0.760 1.856 -0.103
O -1.75481 4.17975 9.61569 -1.926 1.461 -2.184 -0.255
P -1.97896 4.74040 8.04924 0.144 -1.960 0.316 0.566
O -2.12301 3.61441 7.02574 0.793 3.207 2.568 -0.269
O -3.24573 5.72065 8.21903 2.488 -3.232 1.883 -0.253
C -3.52754 6.74133 7.37884 -1.114 0.998 -2.063 -0.138
O -0.68813 5.78411 7.99914 -2.024 -1.826 -0.776 -0.236
C 0.51950 5.12353 8.39848 1.229 0.492 -0.680 -0.117
H -3.00497 4.24773 11.24330 -0.511 0.038 -0.425 0.087
H -2.96740 5.86851 10.44808 0.064 -0.489 -0.764 0.085
H -1.64921 5.22296 11.37515 0.363 0.221 -0.164 0.082
H -2.64934 7.12548 6.85991 0.051 0.558 0.416 0.093
H -4.09753 7.43439 7.99762 0.201 0.551 -0.608 0.103
H -4.14577 6.30459 6.59453 -0.431 0.520 -0.226 0.097
H 1.15691 4.77538 7.58571 -0.501 0.142 -0.749 0.083
H 0.35018 4.21289 8.97306 0.065 0.671 0.668 0.083
H 1.08752 5.96280 8.79981 0.132 -0.611 0.925 0.094
C 10.65449 4.49731 0.04002 0.979 -0.010 -1.185 -0.113
O 9.67205 4.50439 1.01685 -1.288 0.759 1.492 -0.220
P 8.40950 3.55240 0.92093 -0.888 -1.810 -0.492 0.498
O 8.76571 2.08817 0.99253 -1.069 2.841 -0.145 -0.259
O 7.42166 4.09479 2.11572 1.897 -2.141 -1.411 -0.234
C 6.89228 5.40576 2.15480 -0.545 -0.515 -1.167 -0.101
O 7.68864 4.05045 -0.49356 0.497 0.159 1.926 -0.256
C 7.72573 3.38608 -1.75796 -0.329 -0.260 0.019 -0.099
H 10.23121 4.12190 -0.89164 0.451 -0.301 -0.060 0.071
H 11.52189 3.94066 0.39477 -0.164 -0.359 -0.249 0.099
H 11.02337 5.49589 -0.19423 -0.339 0.266 0.351 0.093
H 6.17770 5.44762 2.97682 0.735 0.285 0.449 0.092
H 6.24136 5.44308 1.28129 0.217 0.852 -0.298 0.082
H 7.75362 6.07282 2.11976 -0.637 0.607 0.318 0.092
H 8.72965 3.00530 -1.94581 -0.332 -0.434 -0.097 0.080
H 7.44957 4.06243 -2.56689 0.295 0.603 0.360 0.086
H 6.91536 2.65827 -1.79907 0.501 -0.566 0.190 0.090
C 2.78334 4.22108 -9.05785 2.499 0.230 -0.812 -0.127
O 2.03129 3.09469 -8.71277 -2.266 -0.160 -0.324 -0.223
P 2.73320 1.70396 -8.38585 -2.163 -0.837 -3.335 0.450
O 3.62103 1.94088 -7.28716 1.961 -0.746 1.065 -0.197
O 3.27867 1.20815 -9.90807 -0.414 0.414 2.914 -0.238
C 2.37850 0.96876 -10.99398 0.008 -0.122 -0.546 -0.117
O 1.53379 0.62163 -8.13177 0.359 1.748 -0.773 -0.226
C 0.70755 0.72885 -6.95387 0.738 -0.912 1.182 -0.092
H 3.65610 3.82649 -9.57814 0.580 0.220 0.155 0.080
H 3.14617 4.82184 -8.22386 -0.288 -0.359 0.356 0.093
H 2.43981 4.92600 -9.81493 -1.420 -0.432 0.173 0.088
H 2.66937 1.59623 -11.83646 -0.153 0.518 0.260 0.085
H 1.32550 1.09430 -10.74195 0.144 0.174 0.106 0.085
H 2.51355 -0.02853 -11.41265 0.081 -0.312 0.603 0.084
H 0.61954 -0.29518 -6.59095 0.206 -0.014 0.128 0.086
H -0.33130 1.05644 -6.99359 0.233 0.564 -1.178 0.088
H 1.23795 1.30975 -6.19933 -0.108 0.023 0.036 0.083
C -6.89038 3.16559 -4.34010 0.308 0.667 0.948 -0.094
O -8.16239 2.58024 -4.70562 -0.381 0.758 -1.182 -0.219
P -8.63001 2.57452 -6.25167 -0.115 0.827 -0.346 0.467
O -7.80978 1.69530 -7.08685 -0.766 0.195 -0.007 -0.231
O -10.25828 2.24531 -6.28772 3.407 0.217 0.072 -0.194
C -11.08352 3.04710 -5.51400 -2.399 1.099 1.025 -0.168
O -8.52115 4.16589 -6.61789 -0.064 -0.195 0.235 -0.246
C -8.98913 4.79440 -7.82989 -0.334 -0.761 -0.614 -0.089
H -6.49596 4.03386 -4.86799 -0.598 -0.346 -1.256 0.083
H -6.09051 2.42766 -4.27872 -0.376 -0.188 -0.023 0.092
H -7.03260 3.67248 -3.38567 -0.212 -0.739 0.446 0.086
H -10.76457 3.36521 -4.52144 0.633 -0.758 0.126 0.090
H -12.03496 2.52291 -5.42402 0.136 -0.289 0.283 0.092
H -11.41123 4.00292 -5.92278 0.552 0.120 -0.971 0.079
H -9.10802 4.04124 -8.60881 -0.472 -0.142 0.109 0.088
H -8.33759 5.51335 -8.32658 0.865 -0.052 0.936 0.083
H -9.90615 5.35715 -7.65527 -0.181 -0.417 0.223 0.081
```
Forces are in eV/Å.

***

The evaluated LUMO level for the records listed, in turn: 0.0 0.3 eV.
The evaluated M for the records listed, in turn: 612.79 1056.94 g mol⁻¹.
The evaluated energy above the lowest of the compared OMol25 structures with the same formula, charge and spin for the records listed, in turn: 273.8 175.6 kcal per mole.